# 1
Computed, not measured: an isolated molecule of C5H6N2S in a non-equilibrium geometry, with wB97M-V/def2-TZVPD.

Energy relative to the best compared isomer or geometry (same formula, charge and spin): 114.5 kcal/mol
Total energy: -701.6565 Ha
Maximum force: 5.34 eV Å⁻¹
Kohn-Sham gap: 7.9971 eV
HOMO energy: -8.32 eV

```
! RIJCOSX wB97M-V def2-TZVPD def2/J DEFGRID3
* xyz 0 1
C 1.049 -1.691 -0.952
C 0.743 -1.432 0.339
C 0.503 -0.546 -1.730
C -0.314 0.346 -0.539
C -1.137 1.885 1.741
N -0.085 -0.328 0.573
N 0.629 -0.538 -2.941
S -0.473 0.273 2.119
H 1.815 -2.475 -1.379
H 0.927 -2.090 1.129
H -0.302 2.555 1.542
H -1.545 2.179 2.702
H -1.869 1.783 0.930
H 0.058 0.080 -3.532
*
```

***

# 2
Computed, not measured: a structure of composition Cl3O3P in a non-equilibrium geometry, with wB97M-V/def2-TZVPD.

Energy relative to the best compared isomer or geometry (same formula, charge and spin): 72.4 kcal/mol
Total energy: -1947.5194 Ha
Maximum force: 3.84 eV Å⁻¹
Kohn-Sham gap (spin up / spin down): 7.5488 / 7.5483 eV
HOMO energy (spin up / spin down): -9.79 / -9.79 eV

```
! RIJCOSX wB97M-V def2-TZVPD def2/J DEFGRID3
* xyz 0 1
O -0.607 1.107 1.932
O 1.534 -0.743 0.171
O -1.537 -0.749 0.701
P -0.546 0.464 0.638
Cl 2.029 -0.484 -1.322
Cl -1.271 -1.745 -0.669
Cl -0.691 1.434 -1.176
*
```

***

# 3
Computed, not measured: a structure of composition C25H26BN7NbO9P2S5 in a non-equilibrium geometry, with wB97M-V/def2-TZVPD.

Energy relative to the best compared isomer or geometry (same formula, charge and spin): 71.1 kcal/mol
Total energy: -4784.2494 Ha
Maximum force: 3.69 eV Å⁻¹
Kohn-Sham gap (spin up / spin down): 4.0675 / 4.0648 eV
HOMO energy (spin up / spin down): -9.82 / -9.82 eV

```
! RIJCOSX wB97M-V def2-TZVPD def2/J DEFGRID3
* xyz 1 1
Nb -6.517 12.500 14.971
C -6.603 10.015 11.062
C -6.711 11.327 11.625
N -7.110 11.197 12.896
N -7.571 9.910 13.108
C -7.254 9.159 12.017
B -8.325 9.481 14.392
N -7.393 9.514 15.706
C -7.157 8.582 16.679
C -5.922 8.910 17.368
C -5.491 10.101 16.777
N -6.363 10.461 15.808
N -9.338 10.782 14.635
C -10.622 10.822 14.986
C -10.990 12.161 15.388
C -9.757 12.845 15.303
N -8.729 11.948 15.074
H -5.931 9.813 10.244
H -6.500 12.259 11.166
H -7.446 8.073 11.978
H -8.864 8.447 14.421
H -7.911 7.848 16.920
H -5.340 8.255 17.994
H -4.607 10.698 16.910
H -11.174 9.881 14.883
H -12.015 12.504 15.637
H -9.590 13.924 15.572
C -4.954 16.657 18.049
C -5.212 15.156 17.891
O -4.842 14.483 19.103
P -4.327 14.472 16.501
O -2.891 14.609 17.144
O -4.185 15.571 15.338
O -4.734 13.002 16.160
P -7.036 14.905 17.443
O -7.640 14.265 18.815
O -7.655 16.173 17.047
O -7.263 13.717 16.443
H -3.892 16.843 18.313
H -5.586 16.978 18.842
H -5.350 17.244 17.212
H -5.531 14.541 19.749
H -2.143 14.636 16.447
H -4.955 15.540 14.712
H -8.629 14.470 18.905
O -3.129 13.292 13.700
C -3.604 12.155 13.628
O -4.846 11.828 13.908
C -2.688 11.013 13.209
C -1.284 11.194 13.377
C -0.446 10.163 12.980
C -1.016 8.927 12.594
C -0.343 7.832 11.991
C -1.052 6.676 11.600
C -2.451 6.611 11.787
C -3.145 7.704 12.314
C -2.453 8.871 12.562
N -3.228 9.922 12.795
H -0.892 12.234 13.611
H 0.619 10.410 12.696
H 0.745 7.884 11.882
H -0.584 5.794 11.211
H -3.027 5.708 11.686
H -4.203 7.690 12.387
C -11.243 14.858 12.214
S -9.562 14.997 11.606
C -8.964 16.052 12.800
C -7.738 16.020 13.504
S -6.507 14.843 13.396
S -7.324 17.584 14.209
C -8.862 18.345 14.092
S -9.370 19.597 15.012
S -10.007 17.455 13.036
H -11.929 14.226 11.579
H -11.671 15.812 12.341
H -11.285 14.475 13.233
*
```

***

# 4
Computed, not measured: an isolated molecule of C4H7NO2S in a non-equilibrium geometry, with wB97M-V/def2-TZVPD.

Energy relative to the best compared isomer or geometry (same formula, charge and spin): 89.0 kcal/mol
Total energy: -759.9347 Ha
Maximum force: 6.13 eV Å⁻¹
Kohn-Sham gap: 9.7576 eV
HOMO energy: -9.33 eV

```
! RIJCOSX wB97M-V def2-TZVPD def2/J DEFGRID3
* xyz 0 1
C -0.379 -1.196 -0.793
C -1.812 -0.998 -0.753
C -0.710 1.031 0.701
C 1.767 -0.396 0.291
N 0.303 -0.288 -0.056
O 0.178 -2.017 -1.458
O -2.744 -0.399 1.511
S -2.382 0.391 0.348
H -2.282 -0.669 -1.665
H -2.099 -1.772 -0.159
H -0.435 1.027 1.720
H -0.338 1.915 0.071
H 2.261 0.349 -0.321
H 1.825 -0.189 1.302
H 2.116 -1.374 0.067
*
```

***

# 5
Computed, not measured: an isolated molecule of C3H3BrO in a non-equilibrium geometry, with wB97M-V/def2-TZVPD.

Energy relative to the best compared isomer or geometry (same formula, charge and spin): 25.3 kcal/mol
Total energy: -2765.2921 Ha
Maximum force: 4.37 eV Å⁻¹
Kohn-Sham gap: 10.4874 eV
HOMO energy: -10.02 eV
SMILES string: C=CC(=O)Br

```
! RIJCOSX wB97M-V def2-TZVPD def2/J DEFGRID3
* xyz 0 1
C 1.257 -0.256 -0.449
C 0.271 -0.260 0.433
C -1.211 0.780 0.156
O -1.426 1.917 0.284
Br -2.588 -0.535 -0.032
H 2.088 -0.905 -0.255
H 1.543 0.314 -1.329
H 0.066 -1.056 1.193
*
```

***

# 6
Computed, not measured: a cluster of 2 separate species, C7H16OP in total in a non-equilibrium geometry, with wB97M-V/def2-TZVPD.

Energy relative to the best compared isomer or geometry (same formula, charge and spin): 126.1 kcal/mol
Total energy: -692.4230 Ha
Maximum force: 1.51 eV Å⁻¹
Kohn-Sham gap: 8.2901 eV
HOMO energy: -12.12 eV

```
! RIJCOSX wB97M-V def2-TZVPD def2/J DEFGRID3
* xyz 1 1
C -1.571 2.048 2.149
C -1.904 1.030 1.590
C -2.228 -0.161 0.842
P -0.844 -0.360 -0.552
C -1.245 -2.115 -0.847
C 0.578 -0.220 -1.872
C 1.959 0.029 -1.345
C 2.556 -0.641 -0.336
H -1.100 2.959 2.437
H -2.272 -1.035 1.492
H -3.201 0.018 0.378
H -1.557 0.622 -1.271
H 0.067 0.062 0.446
H -0.618 -2.745 -0.220
H -1.143 -2.383 -1.893
H -2.285 -2.275 -0.573
H 0.331 0.630 -2.510
H 0.569 -1.089 -2.537
H 2.553 0.782 -1.863
H 3.219 -0.133 0.357
H 2.431 -1.705 -0.164
O 1.471 1.509 1.707
H 0.479 1.682 1.719
H 1.982 2.253 2.077
H 1.773 1.238 0.788
*
```

***

# 7
Computed, not measured: a structure of composition C33H49N6O3PRe, with wB97M-V/def2-TZVPD.

Energy relative to the best compared isomer or geometry (same formula, charge and spin): 7.2 kcal/mol
Total energy: -2260.4249 Ha
Maximum force: 0.61 eV Å⁻¹
Kohn-Sham gap (spin up / spin down): 6.5115 / 6.6902 eV
HOMO energy (spin up / spin down): -13.45 / -13.26 eV

```
! RIJCOSX wB97M-V def2-TZVPD def2/J DEFGRID3
* xyz 2 2
Re 0.038 1.175 1.013
C 1.664 0.296 3.431
N 0.265 0.768 3.178
C 0.046 1.985 4.038
C -1.039 2.943 3.559
C -0.586 3.844 2.418
N 0.335 3.120 1.514
C 1.290 3.836 0.985
C 2.436 3.372 0.300
C 3.350 4.331 -0.200
C 4.567 3.946 -0.686
C 4.924 2.585 -0.642
C 4.059 1.635 -0.150
C 2.787 2.010 0.286
O 1.949 1.067 0.723
C -0.618 -0.355 3.628
C -2.103 -0.090 3.510
C -2.602 0.022 2.083
N -2.006 1.085 1.230
C -2.861 1.700 0.452
C -2.575 2.416 -0.732
C -3.643 3.085 -1.391
C -3.471 3.632 -2.627
C -2.221 3.498 -3.270
C -1.173 2.854 -2.664
C -1.324 2.321 -1.375
O -0.286 1.709 -0.824
H 1.780 0.070 4.493
H 2.373 1.068 3.147
H 1.858 -0.598 2.843
H 0.997 2.518 4.082
H -0.176 1.641 5.050
H -1.327 3.573 4.401
H -1.927 2.404 3.256
H -0.070 4.718 2.815
H -1.448 4.197 1.850
H 1.247 4.911 1.158
H 3.072 5.378 -0.187
H 5.260 4.678 -1.074
H 5.901 2.281 -0.994
H 4.338 0.591 -0.098
H -0.371 -0.569 4.672
H -0.350 -1.229 3.031
H -2.406 0.758 4.122
H -2.610 -0.958 3.935
H -3.686 0.138 2.084
H -2.373 -0.918 1.574
H -3.918 1.572 0.679
H -4.602 3.152 -0.891
H -4.284 4.149 -3.117
H -2.088 3.905 -4.265
H -0.209 2.756 -3.148
O -0.099 -0.829 0.395
P -0.057 -1.942 -0.654
N -1.441 -2.059 -1.518
C -2.691 -1.365 -1.156
C -3.343 -1.058 -2.498
C -2.934 -2.265 -3.340
C -1.477 -2.475 -2.941
N 1.185 -1.778 -1.702
C 1.751 -2.930 -2.423
C 2.462 -2.271 -3.596
C 3.009 -0.958 -3.009
C 2.164 -0.680 -1.747
N 0.101 -3.345 0.154
C -0.402 -4.670 -0.282
C 0.550 -5.653 0.396
C 0.957 -4.926 1.677
C 1.125 -3.484 1.210
H -2.469 -0.475 -0.583
H -3.335 -2.015 -0.553
H -2.922 -0.142 -2.923
H -4.423 -0.942 -2.415
H -3.040 -2.105 -4.410
H -3.532 -3.132 -3.056
H -0.814 -1.842 -3.538
H -1.169 -3.513 -3.066
H 0.979 -3.627 -2.741
H 2.461 -3.476 -1.790
H 1.750 -2.070 -4.396
H 3.251 -2.905 -3.997
H 2.938 -0.141 -3.724
H 4.059 -1.069 -2.741
H 1.653 0.280 -1.786
H 2.789 -0.694 -0.853
H -0.399 -4.778 -1.365
H -1.428 -4.814 0.064
H 1.427 -5.825 -0.231
H 0.070 -6.611 0.583
H 1.867 -5.321 2.124
H 0.153 -4.990 2.413
H 2.133 -3.321 0.808
H 0.958 -2.753 2.003
*
```

***

# 8
Computed, not measured: a structure of composition C3H7NO, with wB97M-V/def2-TZVPD.

Energy relative to the best compared isomer or geometry (same formula, charge and spin): 233.2 kcal/mol
Total energy: -248.1548 Ha
Maximum force: 0.82 eV Å⁻¹
Kohn-Sham gap (spin up / spin down): 6.6855 / 6.6787 eV
HOMO energy (spin up / spin down): -8.90 / -8.90 eV

```
! RIJCOSX wB97M-V def2-TZVPD def2/J DEFGRID3
* xyz 0 1
C -1.449 -0.269 0.028
C 1.096 -1.127 -0.276
C 1.468 -2.263 -0.500
H -2.219 0.448 0.310
H -1.314 -0.439 -1.028
H -1.388 -1.161 0.632
H 1.846 -3.236 -0.707
N 0.473 1.312 0.614
O 0.514 2.431 -0.140
H 0.548 3.181 0.479
H 0.978 0.447 0.101
H -0.553 0.676 0.488
*
```

***

# 9
Computed, not measured: the ion C4H12NOSi with charge -1 in a non-equilibrium geometry, with wB97M-V/def2-TZVPD.

Energy relative to the best compared isomer or geometry (same formula, charge and spin): 53.4 kcal/mol
Total energy: -579.0439 Ha
Maximum force: 3.66 eV Å⁻¹
Kohn-Sham gap: 7.1996 eV
HOMO energy: -3.12 eV

```
! RIJCOSX wB97M-V def2-TZVPD def2/J DEFGRID3
* xyz -1 1
C 0.669 -1.864 -0.052
C -0.518 1.277 1.526
C -1.506 0.452 -1.043
C 1.299 -0.453 0.164
N 0.961 1.615 -1.950
O 0.902 2.504 -0.682
Si 0.171 1.065 -0.346
H -0.123 -2.051 0.666
H 0.070 -1.912 -0.978
H 1.482 -2.496 0.024
H -1.524 0.752 1.609
H 0.140 1.091 2.372
H -0.651 2.270 1.682
H -1.870 0.921 -1.990
H -1.448 -0.614 -0.837
H -2.198 0.879 -0.375
H 2.040 -0.476 -0.604
H 1.917 -0.286 1.131
H 1.893 1.445 -2.136
*
```

***

# 10
Computed, not measured: a structure of composition C5H3NO5Zn in a non-equilibrium geometry, with wB97M-V/def2-TZVPD.

Energy relative to the best compared isomer or geometry (same formula, charge and spin): 19.5 kcal/mol
Total energy: -2401.9381 Ha
Maximum force: 5.59 eV Å⁻¹
Kohn-Sham gap: 10.1713 eV
HOMO energy: -19.96 eV

```
! RIJCOSX wB97M-V def2-TZVPD def2/J DEFGRID3
* xyz 2 1
O -1.759 -0.150 4.017
C -1.030 -0.067 3.139
Zn 0.615 0.068 -0.811
O -3.099 -0.476 -0.893
C -1.991 -0.308 -0.675
C 1.165 0.093 -2.901
O 1.008 0.040 -4.042
C 0.331 -1.918 0.053
O 0.072 -3.040 0.110
C -0.232 1.934 -0.049
O -0.799 2.935 -0.048
N 2.130 0.328 0.650
H 2.610 1.215 0.492
H 2.843 -0.393 0.537
H 1.853 0.314 1.636
*
```

***

# 11
Computed, not measured: a structure of composition C25H33N2PRu in a non-equilibrium geometry, with wB97M-V/def2-TZVPD.

Total energy: -1517.4826 Ha
Maximum force: 3.03 eV Å⁻¹
Kohn-Sham gap (spin up / spin down): 8.5306 / 5.1033 eV
HOMO energy (spin up / spin down): -13.60 / -13.89 eV

```
! RIJCOSX wB97M-V def2-TZVPD def2/J DEFGRID3
* xyz 2 5
C -2.050 0.480 -3.608
C -1.730 -0.625 -2.823
C -0.881 -0.501 -1.710
C -0.435 0.779 -1.346
C -0.640 1.862 -2.217
C -1.464 1.714 -3.339
C -0.501 -1.729 -0.945
C 0.053 -2.870 -1.833
N 1.371 -2.644 -2.364
Ru 0.252 1.240 0.579
C 0.046 3.163 -1.921
P 1.234 2.823 -0.539
H -2.139 -1.607 -3.057
H -1.617 2.574 -3.992
H -2.741 0.367 -4.443
H -0.642 3.956 -1.584
H 0.608 3.557 -2.781
H 0.235 -1.501 -0.163
H -1.388 -2.126 -0.422
H 0.108 -3.786 -1.220
C 1.562 4.420 0.212
C 2.735 2.286 -1.408
H -0.620 -3.052 -2.681
C 1.551 -1.964 -3.610
C 2.509 -2.697 -1.496
H 0.251 2.488 1.788
H 2.401 -2.426 -4.142
H 0.637 -2.053 -4.215
H 1.791 -0.889 -3.478
H 3.403 -2.909 -2.102
H 2.685 -1.741 -0.966
H 2.380 -3.486 -0.742
H 2.894 2.903 -2.303
H 3.582 2.390 -0.717
H 2.629 1.230 -1.696
H 1.014 5.212 -0.318
H 1.233 4.372 1.257
H 2.643 4.609 0.168
H 0.980 2.264 1.797
C -3.941 1.723 3.719
C -3.380 2.212 2.530
C -2.270 1.575 1.982
C -1.724 0.436 2.604
C -2.284 -0.047 3.813
C -3.387 0.604 4.362
N -0.539 -0.024 2.064
C 0.090 -1.226 2.321
C 1.473 -1.304 2.030
C 2.138 -2.526 2.123
C 1.428 -3.681 2.469
C 0.057 -3.615 2.741
C -0.618 -2.398 2.683
H -4.807 2.225 4.156
H -3.782 3.091 2.024
H -1.728 1.955 1.075
H -1.815 -0.894 4.312
H -3.808 0.236 5.301
H 1.986 -0.380 1.726
H 3.211 -2.559 1.930
H 1.949 -4.640 2.530
H -0.501 -4.515 3.006
H -1.690 -2.332 2.876
*
```

***

# 12
Computed, not measured: an isolated molecule of C2H4ClNOS in a non-equilibrium geometry, with wB97M-V/def2-TZVPD.

Energy relative to the best compared isomer or geometry (same formula, charge and spin): 0.0 kcal/mol
Total energy: -1066.8029 Ha
Maximum force: 5.79 eV Å⁻¹
Kohn-Sham gap (spin up / spin down): 7.8494 / 6.9109 eV
HOMO energy (spin up / spin down): -7.14 / -10.18 eV

```
! RIJCOSX wB97M-V def2-TZVPD def2/J DEFGRID3
* xyz 0 3
C 0.559 0.626 0.354
C 0.944 -0.723 -0.273
N -0.831 0.948 -0.259
O -3.275 0.555 -0.415
S -2.073 0.315 0.357
Cl -0.191 -2.088 0.054
H 1.270 1.313 -0.192
H 0.686 0.601 1.526
H 1.978 -0.851 0.249
H 0.933 -0.697 -1.401
*
```

***

# 13
Computed, not measured: a cluster of 7 separate species, C7H10Cl18 in total in a non-equilibrium geometry, with wB97M-V/def2-TZVPD.

Energy relative to the best compared isomer or geometry (same formula, charge and spin): 5.5 kcal/mol
Total energy: -8556.1439 Ha
Maximum force: 1.03 eV Å⁻¹
Kohn-Sham gap: 10.8478 eV
HOMO energy: -10.69 eV
SMILES string: ClC(Cl)Cl.ClC(Cl)Cl.ClC(Cl)Cl.ClC(Cl)Cl.ClCCl.ClCCl.ClCCl

```
! RIJCOSX wB97M-V def2-TZVPD def2/J DEFGRID3
* xyz 0 1
Cl 4.514 -1.741 -6.142
C 5.599 -1.388 -7.479
Cl 5.708 0.294 -7.968
Cl 5.131 -2.377 -8.907
H 6.593 -1.728 -7.222
Cl 9.595 -6.009 -5.246
C 10.023 -4.298 -5.462
Cl 8.676 -3.327 -6.085
Cl 11.482 -4.050 -6.427
H 10.303 -3.937 -4.480
Cl 11.275 -2.366 -9.786
C 10.095 -1.442 -8.827
Cl 8.432 -1.734 -9.383
Cl 10.503 0.278 -8.897
H 10.118 -1.780 -7.800
Cl 5.906 -7.816 -4.616
C 6.090 -6.925 -6.150
Cl 4.544 -6.473 -6.886
Cl 7.041 -7.893 -7.297
H 6.656 -6.027 -5.939
Cl 12.839 -8.948 -7.892
C 11.373 -8.014 -7.627
Cl 10.015 -9.018 -7.013
H 11.530 -7.175 -6.961
H 11.000 -7.667 -8.584
Cl 9.227 -3.885 0.115
C 8.954 -2.292 -0.620
Cl 9.008 -2.421 -2.384
H 7.957 -2.010 -0.303
H 9.719 -1.601 -0.291
Cl 13.456 -4.119 0.115
C 13.534 -5.153 -1.341
Cl 12.170 -4.782 -2.427
H 14.450 -4.938 -1.874
H 13.466 -6.175 -0.993
*
```

***

# 14
Computed, not measured: a structure of composition C4H6O2, with wB97M-V/def2-TZVPD.

Energy relative to the best compared isomer or geometry (same formula, charge and spin): 31.3 kcal/mol
Total energy: -306.4565 Ha
Maximum force: 0.63 eV Å⁻¹
Kohn-Sham gap: 10.8092 eV
HOMO energy: -9.96 eV

```
! RIJCOSX wB97M-V def2-TZVPD def2/J DEFGRID3
* xyz 0 1
O 2.043 -0.471 0.280
C 0.734 -0.577 -0.164
C -0.494 -0.445 0.802
C -1.245 0.373 -0.287
C 0.159 0.689 -0.759
O 0.743 1.724 -0.977
H 2.291 0.454 0.113
H 0.605 -1.462 -0.801
H -0.969 -1.375 1.120
H -0.216 0.168 1.664
H -1.877 1.221 -0.021
H -1.774 -0.300 -0.969
*
```